# C8H20O2

A cluster of 2 separate species, C8H20O2 in total (wB97M-V/def2-TZVPD, the Open Molecules 2025 dataset).

```
30
Properties=species:S:1:pos:R:3
O -0.430 -3.282 -3.254
C -1.549 -5.345 -3.635
C 0.431 -1.094 -2.889
C -0.212 -4.563 -3.813
C 0.700 -2.516 -3.272
H -2.291 -4.820 -4.260
H -1.878 -5.297 -2.583
H -1.514 -6.403 -3.945
H 1.305 -0.464 -3.129
H 0.159 -0.931 -1.833
H -0.414 -0.778 -3.523
H 0.544 -5.110 -3.218
H 0.188 -4.443 -4.838
H 1.568 -2.903 -2.703
H 0.994 -2.461 -4.338
O 0.205 3.172 3.032
C -2.154 2.694 3.434
C 2.165 4.344 2.555
C -0.724 2.737 4.037
C 1.410 3.623 3.665
H -2.468 3.589 2.871
H -2.936 2.450 4.173
H -2.061 1.850 2.730
H 2.398 3.618 1.757
H 3.111 4.773 2.926
H 1.555 5.155 2.124
H -0.840 3.563 4.765
H -0.471 1.821 4.605
H 1.152 4.232 4.553
H 2.059 2.793 4.004
```

Summary:
E_LUMO	0.03824	Ha
energy above the lowest of the compared OMol25 structures with the same formula, charge and spin	48.7	kcal/mol
SMILES	CCOCC.CCOCC
energy	-467.22627	hartree
HOMO	-9.7	eV
net charge	0